Entry 1:
DFT (ωB97M-V with the def2-TZVPD basis set) results for 2 unconnected molecules or ions with the total composition C34H44N2O7 in a non-equilibrium geometry.

- Maximum force: 3.0 eV/Å
- Energy above the lowest of the compared OMol25 structures with the same formula, charge and spin: 2.025 eV
- Molecular weight: 592.733 g/mol

```
87
Properties=species:S:1:pos:R:3:forces:R:3:lowdin_charge:R:1
C 1.4266 7.0420 3.0926 0.3 -0.3 0.0 -0.065
C 0.6787 5.8313 3.6120 -0.7 0.6 0.3 -0.271
O 1.4060 4.6591 3.3670 0.4 0.3 -0.3 -0.057
C 0.7036 3.5543 3.7691 -0.9 -2.7 0.7 -0.483
C 1.4312 2.3219 3.5884 0.4 0.3 -0.7 -0.116
C 0.9144 1.0483 3.9554 -0.1 1.0 -0.1 -0.456
O -0.2374 0.8712 4.3306 -1.2 -0.6 0.3 -0.008
C 1.7944 -0.1873 3.9196 0.9 -0.1 -0.2 -0.132
C 3.2721 0.0857 3.6031 0.1 0.0 -0.1 -0.207
C 3.4240 1.1701 2.5323 0.0 0.2 0.2 -0.213
C 2.8072 2.4828 3.0202 0.4 -0.1 -0.1 -0.206
O -0.4223 3.6266 4.2498 0.4 0.9 -0.3 0.047
H 0.8786 7.9734 3.2447 -0.1 -0.1 0.1 0.075
H 2.3957 7.1280 3.5867 0.0 0.0 0.0 0.077
H 1.6242 6.9312 2.0258 0.0 0.0 -0.1 0.041
H 0.5062 5.8807 4.6964 -0.1 0.3 -0.3 0.129
H -0.3009 5.7038 3.1311 0.1 0.4 0.2 0.119
H 1.6969 -0.6827 4.8922 -0.1 0.1 -0.1 0.115
H 1.3715 -0.8937 3.1971 -0.1 0.1 -0.1 0.099
H 3.7814 0.4174 4.5159 0.0 0.1 -0.1 0.112
H 3.7839 -0.8325 3.2916 -0.1 0.0 0.0 0.093
H 4.4744 1.3216 2.2457 -0.1 -0.1 0.2 0.102
H 2.9076 0.8573 1.6169 -0.1 -0.1 -0.1 0.092
H 2.7621 3.2156 2.2027 0.3 -0.1 0.0 0.092
H 3.4456 2.9459 3.7826 0.4 0.0 -0.1 0.113
C -1.0309 -6.4106 -4.1663 -0.1 0.1 -0.1 -0.089
O -0.1503 -6.8452 -3.1619 0.7 1.0 1.3 -0.068
C 0.3239 -5.8308 -2.3197 0.2 -1.0 0.1 -0.152
C 0.0772 -4.4711 -2.4769 -0.1 -0.2 -0.4 0.006
C 0.5590 -3.5339 -1.5775 0.0 -0.6 0.0 -0.222
C 0.2252 -2.0799 -1.7435 0.3 0.2 -0.4 -0.078
C -1.0223 -1.6368 -0.9723 0.6 0.3 0.8 -0.125
C -2.2533 -2.3809 -1.4673 -0.7 0.7 -0.3 -0.391
O -2.4648 -3.5725 -1.4004 0.2 0.6 0.1 0.108
N -3.0814 -1.4451 -2.0436 1.2 -0.2 0.5 -0.024
C -4.3341 -1.8432 -2.6623 0.0 0.5 0.0 -0.004
C -2.6146 -0.0367 -1.8967 -0.5 -0.2 -0.1 -0.435
C -2.4114 0.5726 -3.2788 0.2 0.0 -0.1 0.010
C -3.6305 0.7101 -1.0403 0.0 0.1 0.2 0.014
N -1.3038 -0.1759 -1.1670 0.5 0.2 0.4 0.068
C -0.5137 0.8450 -0.7186 -1.6 -2.4 -0.9 0.045
C -0.7777 2.1755 -0.9616 0.0 1.4 -0.1 -0.064
C 0.0045 3.2333 -0.5491 -0.4 -1.3 -0.1 0.068
C -0.2961 4.5957 -0.8285 -0.3 0.9 -0.2 -0.196
C 0.5801 5.6135 -0.4134 -0.1 -0.6 0.0 -0.002
C 0.2975 6.9320 -0.6759 0.0 0.3 0.0 -0.059
C -0.8581 7.2785 -1.3533 0.2 0.1 0.1 -0.050
C -1.7332 6.2971 -1.7781 -0.2 -0.1 -0.1 -0.064
C -1.4609 4.9761 -1.5256 0.3 -0.2 0.2 -0.009
C 1.3086 -3.9634 -0.4964 0.3 0.0 0.4 0.023
C 1.5884 -5.3115 -0.2950 0.3 -1.1 0.3 -0.154
O 2.3147 -5.8408 0.7804 -1.0 0.3 -1.6 -0.073
C 2.8660 -4.8867 1.6520 0.1 0.2 0.2 -0.087
C 1.0992 -6.2489 -1.2235 0.1 -1.2 0.3 -0.118
O 1.3524 -7.6242 -1.0311 0.5 1.8 -0.8 -0.083
C 0.3587 -8.2064 -0.2347 -0.5 -0.1 0.4 -0.082
H -1.3972 -7.2865 -4.7028 0.2 0.0 0.2 0.096
H -1.8757 -5.8903 -3.7120 -0.1 0.1 -0.2 0.094
H -0.4993 -5.7623 -4.8642 -0.2 0.1 -0.2 0.094
H -0.5354 -4.1359 -3.2911 -0.1 0.1 -0.3 0.104
H 1.0751 -1.4629 -1.4402 0.0 0.0 0.2 0.123
H 0.0777 -1.8597 -2.8054 -0.1 0.0 0.0 0.129
H -0.9021 -1.8310 0.1026 0.0 0.0 -0.2 0.179
H -4.3972 -2.9282 -2.6846 0.2 0.0 0.1 0.097
H -5.1825 -1.4617 -2.0990 -0.1 0.0 0.0 0.092
H -4.3865 -1.4716 -3.6829 0.0 0.0 -0.1 0.089
H -1.7519 -0.0617 -3.8696 0.0 0.0 0.0 0.097
H -3.3608 0.6625 -3.8023 -0.1 0.0 0.0 0.090
H -1.9654 1.5618 -3.2327 0.0 0.0 0.0 0.074
H -3.7878 0.1682 -0.1078 0.0 0.0 0.0 0.111
H -3.3105 1.7177 -0.7905 -0.1 0.0 0.0 0.077
H -4.5835 0.7832 -1.5595 0.0 0.0 -0.1 0.091
H 0.3588 0.5895 -0.1476 0.3 -0.4 0.2 0.149
H -1.6531 2.4104 -1.5292 -0.1 0.0 -0.1 0.057
H 0.8958 3.0185 0.0108 0.4 0.0 0.3 0.127
H 1.4839 5.3431 0.1045 0.2 -0.1 0.2 0.119
H 0.9820 7.6984 -0.3586 0.1 0.1 0.1 0.110
H -1.0768 8.3130 -1.5540 0.0 0.2 0.0 0.111
H -2.6316 6.5612 -2.3117 -0.1 0.1 -0.1 0.110
H -2.1505 4.2282 -1.8694 -0.2 -0.1 -0.1 0.102
H 1.6706 -3.2353 0.2032 0.1 0.2 0.2 0.107
H 3.4392 -5.4124 2.4163 -0.1 -0.1 -0.2 0.098
H 3.5341 -4.2248 1.0994 0.0 0.2 0.1 0.096
H 2.0655 -4.3237 2.1331 0.1 0.2 0.1 0.095
H 0.5740 -9.2676 -0.1126 0.1 0.1 -0.1 0.095
H 0.3555 -7.7166 0.7399 -0.2 -0.1 0.2 0.091
H -0.6077 -8.0804 -0.7250 -0.2 -0.1 0.1 0.092
```
Positions in Å, forces in eV/Å.

---

Entry 2:
DFT (ωB97M-V with the def2-TZVPD basis set) results for 2 unconnected molecules or ions with the total composition C14H21BrClNO9 in a non-equilibrium geometry.

- Maximum force: 3.6 eV/Å
- E_tot: -4311.75125 Eh
- Molecular weight: 462.677 g/mol

```
47
Properties=species:S:1:pos:R:3:forces:R:3:lowdin_charge:R:1
C 4.9983 -1.0497 0.2540 -0.8 0.5 0.9 0.015
C 3.7438 -0.9518 -0.7006 1.4 -1.2 -0.2 -0.466
O 3.8348 -1.4930 -1.7770 -0.7 0.9 0.7 0.109
O 2.5754 -0.2957 -0.2881 1.0 0.5 -0.1 -0.078
C 2.2449 0.7870 -1.2195 1.0 -0.2 -1.5 -0.143
C 1.1820 0.3629 -2.3022 -0.2 0.4 0.0 -0.135
C -0.3049 0.8471 -2.0116 0.0 -0.3 0.2 -0.117
C -0.6053 1.1661 -0.5109 -0.8 2.5 0.3 -0.136
C -0.9458 2.5667 -0.2017 0.1 -1.4 2.3 0.050
C -1.2300 3.0046 1.1901 0.7 -3.4 -0.8 0.072
C -1.1566 1.9417 2.2271 0.3 -0.1 -2.5 -0.028
C -0.8148 0.5773 1.8354 -0.6 2.1 0.7 -0.506
Br -0.7193 -0.7138 3.3105 0.0 1.0 -1.6 0.830
N -0.5691 0.2039 0.5087 -0.3 1.7 0.4 0.006
C -0.2747 -1.2218 0.2311 0.5 -2.3 0.0 -0.181
O -1.3676 -2.0921 0.5445 0.7 1.8 -0.7 -0.128
C -2.5106 -1.8161 -0.2782 -1.2 -0.4 0.7 -0.220
O -3.2026 -3.0529 -0.4304 1.5 1.3 -0.6 -0.099
C -2.4347 -3.9214 -1.2939 0.6 -0.5 -0.4 -0.164
C -1.7158 -5.1038 -0.5560 -0.7 -1.0 -0.7 -0.222
O -0.3905 -4.7896 -0.1143 -0.4 0.2 0.2 -0.088
H 5.9453 -1.0047 -0.3413 -1.1 0.0 0.3 0.093
H 4.9948 -2.0290 0.8105 -0.2 0.9 -0.7 0.094
H 4.9966 -0.2413 1.0374 0.0 -0.7 -0.8 0.087
H 2.0136 1.7328 -0.6664 -0.1 -1.1 -0.2 0.138
H 3.2063 0.9861 -1.7835 -1.1 0.0 0.5 0.135
H 1.4872 0.8318 -3.2849 -0.3 -0.6 1.1 0.129
H 1.1906 -0.7480 -2.4408 0.3 1.0 0.2 0.113
H -1.0409 0.0851 -2.3964 0.7 0.7 0.4 0.112
H -0.4940 1.7783 -2.6211 0.1 -0.9 1.0 0.125
H -0.9683 3.3375 -1.0055 0.1 -1.0 0.7 0.126
H -1.4694 4.0646 1.4725 0.3 -0.8 -0.2 0.079
H -1.3804 2.2273 3.2849 0.4 -0.6 -1.1 0.124
H 0.0029 -1.4394 -0.8314 -0.2 1.0 0.8 0.136
H 0.6183 -1.5200 0.8528 -1.2 0.3 -0.5 0.139
H -3.1884 -1.0918 0.2652 0.5 -0.9 -0.6 0.156
H -2.2320 -1.3630 -1.2739 0.0 -0.6 0.8 0.126
H -3.1592 -4.3105 -2.0702 0.8 0.2 1.0 0.138
H -1.6310 -3.3392 -1.8428 -0.9 -0.5 0.5 0.131
H -1.6186 -5.9582 -1.2988 -0.3 0.9 0.6 0.125
H -2.3853 -5.4778 0.2656 0.6 0.5 -0.5 0.131
H -0.0625 -5.4810 0.4869 -0.4 0.3 -0.4 0.096
O -0.1707 7.8338 2.4676 -0.1 -0.3 -0.1 -0.363
Cl -1.0314 6.8082 2.9983 0.2 0.8 0.7 0.641
O -0.3570 6.1058 4.0665 -0.1 -0.2 -0.2 -0.383
O -1.3543 5.8598 1.9385 -0.1 -0.3 -0.4 -0.434
O -2.2492 7.3970 3.4932 0.1 -0.2 -0.2 -0.363
```
Positions in Å, forces in eV/Å.

---

Entry 3:
DFT (ωB97M-V with the def2-TZVPD basis set) results for a molecular structure, C67H59N10O8SeTi in a non-equilibrium geometry.

- Maximum force: 2.3 eV/Å
- Net charge: -1
- E_tot: -6988.79202 Eh
- Molecular weight: 1259.098 g/mol

```
146
Properties=species:S:1:pos:R:3:forces:R:3:lowdin_charge:R:1
Ti -0.6374 -0.2241 0.1182 -0.9 -2.0 -0.7 1.089
C 2.0218 -1.5185 5.9079 0.1 0.1 0.0 -0.074
C 1.0550 -2.5183 6.0228 -0.1 -0.1 0.0 -0.072
C 0.1221 -2.7427 5.0262 0.0 -0.1 0.0 0.019
C 0.1523 -1.9195 3.9003 0.3 0.4 0.2 -0.059
C -0.7208 -1.7644 2.7445 -0.3 -0.2 0.1 -0.147
N -0.3725 -0.7037 2.0067 0.2 0.6 1.1 0.056
C 0.9715 -0.3266 2.4269 0.1 -0.6 0.8 -0.422
N 2.0456 -0.9954 1.7050 0.4 0.4 -0.5 0.205
C 1.8868 -2.2710 1.4574 -0.5 0.1 0.4 -0.237
C 2.7591 -3.3512 1.8789 0.0 -0.4 0.1 -0.099
C 4.0662 -3.3346 2.3473 0.0 0.1 0.0 -0.028
C 4.5929 -4.4937 2.8887 0.1 0.0 0.0 -0.109
C 3.8090 -5.6477 2.9985 -0.1 0.0 0.0 -0.100
C 2.4914 -5.6628 2.5788 0.0 0.0 0.1 -0.031
C 1.9583 -4.5121 2.0036 0.1 0.2 -0.1 -0.101
C 0.5923 -4.1750 1.6612 -0.1 -0.4 -0.4 -0.205
N -0.4108 -4.6549 2.3899 0.0 0.1 0.2 0.216
C -1.4731 -4.0057 2.7922 0.2 0.0 -0.3 -0.261
N -1.7594 -2.6442 2.5037 0.2 -0.1 0.2 0.096
C -3.1743 -2.4011 2.6921 -0.3 0.4 -0.9 -0.182
N -3.9023 -1.6787 1.8893 -0.2 0.0 0.6 0.175
C -3.3139 -2.0243 0.6278 -0.1 -0.2 -0.6 -0.278
N -2.1244 -1.5261 0.2386 -0.2 -1.0 1.0 -0.062
C -1.3204 -2.5693 -0.1824 -0.5 -0.2 0.3 -0.329
N 0.0105 -2.2687 0.0284 0.8 0.0 -1.1 -0.019
C -2.0899 -3.7252 -0.3396 -0.1 0.5 -0.3 -0.120
C -1.8413 -5.0265 -0.8176 -0.1 -0.3 0.1 -0.033
C -2.8228 -5.9704 -0.6649 0.4 0.0 -0.1 -0.105
C -4.0648 -5.6549 -0.0627 -0.3 0.3 0.2 -0.102
C -4.3580 -4.3761 0.3421 -0.1 -0.4 0.0 -0.037
C -3.3766 -3.3851 0.1956 0.3 0.6 0.0 -0.133
C -3.6039 -3.4754 3.5797 0.2 -0.4 0.5 -0.093
C -4.8206 -3.7004 4.2073 0.0 0.0 -0.1 -0.025
C -5.0223 -4.9114 4.8463 -0.1 0.0 0.0 -0.100
C -4.0408 -5.9066 4.8152 0.0 0.0 0.0 -0.093
C -2.8408 -5.7127 4.1574 0.0 0.0 0.0 -0.019
C -2.6052 -4.4847 3.5416 -0.3 0.2 0.1 -0.103
N 0.6851 -2.8790 1.0762 0.0 0.2 1.0 0.009
C 1.1268 -0.9240 3.8019 -0.6 -0.1 -0.1 -0.085
C 2.0810 -0.7187 4.7765 0.0 0.1 0.0 -0.003
H 2.7321 -1.3704 6.7115 0.0 0.0 0.0 0.098
H 1.0398 -3.1368 6.9111 0.0 0.0 0.0 0.100
H -0.5989 -3.5422 5.1216 0.0 0.0 0.0 0.113
H 4.6446 -2.4203 2.2943 0.0 0.0 0.0 0.110
H 5.6105 -4.5055 3.2589 0.0 0.0 0.0 0.089
H 4.2358 -6.5397 3.4414 0.0 0.0 0.0 0.093
H 1.8689 -6.5404 2.6942 0.0 0.0 0.0 0.107
H -0.8978 -5.2615 -1.2946 0.0 0.0 0.1 0.108
H -2.6538 -6.9848 -1.0061 0.0 0.0 0.0 0.089
H -4.7945 -6.4419 0.0850 0.0 0.0 -0.1 0.089
H -5.3175 -4.1282 0.7797 0.0 0.0 0.0 0.111
H -5.5882 -2.9374 4.2004 0.0 0.0 0.0 0.114
H -5.9528 -5.0981 5.3674 0.0 0.0 0.0 0.092
H -4.2291 -6.8495 5.3143 0.0 0.0 0.0 0.096
H -2.0790 -6.4810 4.1272 0.0 0.0 0.0 0.111
H 2.8365 0.0481 4.6553 0.0 0.0 0.0 0.116
C 0.9546 -1.7488 -7.4485 0.0 0.1 0.0 -0.045
C 0.7473 -0.3358 -6.8843 0.0 -0.1 0.0 -0.557
C 1.9248 0.5619 -7.2914 -0.1 0.0 0.0 -0.051
C -0.5289 0.2568 -7.4888 0.1 -0.1 0.1 -0.066
C 0.6632 -0.4103 -5.3613 -0.1 0.0 0.0 -0.175
C -0.5221 -0.2413 -4.6670 0.0 0.0 0.1 -0.062
C -0.5049 -0.2229 -3.2833 -0.2 0.0 0.3 -0.364
Se -2.1508 0.0112 -2.3042 0.5 0.4 -0.2 1.260
C -1.9472 1.9137 -2.1163 0.0 -0.3 0.1 -0.370
C -2.2715 2.7065 -3.2052 0.0 0.0 0.1 -0.058
C -2.0674 4.0710 -3.1563 0.0 -0.1 -0.1 -0.170
C -1.5553 4.5751 -1.9635 0.0 0.1 -0.1 0.021
C -1.2354 3.8121 -0.8508 0.1 -0.3 0.3 -0.077
C -1.4185 2.4016 -0.9131 -0.3 0.4 -0.8 -0.284
O -1.1382 1.5187 0.0642 -0.4 1.9 0.3 -0.219
C -0.6991 4.5027 0.3974 0.0 0.0 0.1 -0.520
C 0.7134 3.9690 0.6709 -0.1 0.0 0.0 -0.016
C -1.6842 4.2391 1.5448 0.1 -0.1 0.0 -0.025
C -0.5833 6.0228 0.2472 0.0 -0.1 0.0 -0.071
C -2.3891 5.0038 -4.3192 0.0 0.1 0.0 -0.556
C -3.5100 5.9637 -3.8940 0.1 0.0 0.0 -0.045
C -1.1377 5.8126 -4.6915 -0.1 0.0 0.0 -0.047
C -2.8444 4.2331 -5.5603 0.0 0.0 0.1 -0.065
C 0.6625 -0.3541 -2.5169 -0.2 -0.1 -0.9 -0.291
O 0.5775 -0.1142 -1.2099 1.3 0.4 -0.9 -0.212
C 1.8413 -0.7296 -3.2140 0.0 0.0 0.3 -0.067
C 1.7960 -0.7047 -4.6017 0.0 0.0 -0.1 0.020
C 3.0812 -1.2727 -2.4954 0.1 0.0 0.1 -0.522
C 2.6822 -2.6291 -1.8888 0.0 0.1 0.1 -0.025
C 4.2556 -1.5138 -3.4502 -0.1 0.1 0.0 -0.075
C 3.5711 -0.3261 -1.3914 -0.1 0.0 -0.1 -0.039
H 1.0393 -1.7205 -8.5381 0.0 0.0 0.0 0.081
H 1.8626 -2.1988 -7.0446 0.0 0.0 0.0 0.080
H 0.1116 -2.3882 -7.1820 0.0 0.0 0.0 0.089
H 1.9595 0.6744 -8.3776 0.0 0.0 0.0 0.080
H 1.8167 1.5512 -6.8433 0.0 0.0 0.0 0.090
H 2.8781 0.1447 -6.9677 0.0 0.0 0.0 0.074
H -0.4084 0.3786 -8.5669 0.0 0.0 0.0 0.082
H -1.3878 -0.3942 -7.3204 0.0 0.0 0.0 0.081
H -0.7419 1.2359 -7.0554 0.0 0.0 0.0 0.080
H -1.4740 -0.1131 -5.1634 0.0 0.0 -0.1 0.095
H -2.6649 2.2156 -4.0840 0.0 0.0 0.0 0.093
H -1.4002 5.6430 -1.8974 0.0 0.0 0.0 0.090
H 0.7360 2.8851 0.7216 0.0 -0.1 0.0 0.068
H 1.3795 4.2780 -0.1373 0.0 0.0 0.0 0.099
H 1.1020 4.3743 1.6068 0.0 0.1 0.0 0.078
H -1.8289 3.1780 1.7184 0.0 -0.1 0.0 0.066
H -1.3313 4.6996 2.4713 0.0 0.0 0.0 0.082
H -2.6531 4.6773 1.2960 0.0 0.0 0.0 0.094
H 0.1107 6.3008 -0.5484 0.0 0.0 0.0 0.085
H -1.5539 6.4838 0.0551 0.0 0.0 0.0 0.085
H -0.1988 6.4349 1.1825 0.0 0.0 0.0 0.086
H -3.2037 6.5625 -3.0354 0.0 0.0 0.0 0.077
H -3.7646 6.6425 -4.7116 0.0 0.0 0.0 0.082
H -4.4043 5.4047 -3.6138 0.0 0.0 0.0 0.090
H -0.8075 6.4389 -3.8625 0.0 0.0 0.0 0.075
H -0.3189 5.1426 -4.9591 0.0 0.0 0.0 0.091
H -1.3478 6.4621 -5.5445 0.0 0.0 0.0 0.082
H -3.7573 3.6683 -5.3660 0.0 0.0 0.0 0.086
H -3.0468 4.9317 -6.3741 0.0 0.0 0.0 0.083
H -2.0682 3.5412 -5.8929 0.0 0.0 0.0 0.079
H 2.7059 -0.9404 -5.1356 0.0 0.0 0.0 0.091
H 2.4452 -3.3442 -2.6808 0.0 0.0 0.0 0.091
H 3.4965 -3.0348 -1.2819 0.0 0.0 0.0 0.087
H 1.8004 -2.5163 -1.2586 -0.1 -0.1 0.0 0.055
H 4.0191 -2.2696 -4.2018 0.0 0.0 0.0 0.079
H 4.5611 -0.5934 -3.9544 0.0 0.0 0.0 0.086
H 5.1045 -1.8802 -2.8711 0.0 0.0 0.0 0.084
H 2.8122 -0.1570 -0.6364 0.0 0.0 0.1 0.048
H 4.4391 -0.7639 -0.8929 0.0 0.0 0.0 0.084
H 3.8630 0.6361 -1.8211 0.0 0.0 0.0 0.089
O 1.2208 1.0959 2.4464 -0.2 0.2 -0.2 0.058
C 0.4017 1.8795 3.2118 0.1 -0.8 -0.2 -0.425
O -0.7823 1.7665 3.3240 0.0 -0.2 0.0 0.161
C 1.1542 2.9148 3.9727 0.2 0.2 0.2 -0.091
C 0.4354 3.6502 4.9062 0.0 0.3 0.2 0.101
C 1.0919 4.6059 5.6690 0.4 -0.6 -0.8 -0.107
C 2.4424 4.8515 5.5001 0.2 0.2 0.1 0.096
C 3.1376 4.1139 4.5590 -1.0 -0.3 0.1 -0.108
C 2.5126 3.1296 3.8026 0.3 0.1 -0.1 0.089
N 4.5503 4.3836 4.3590 0.8 0.1 -0.1 -0.353
O 5.0709 5.2402 5.0465 -0.1 0.1 0.1 0.083
O 5.1354 3.7407 3.5124 -0.1 -0.1 0.0 0.097
N 0.3501 5.3735 6.6547 -0.3 0.4 0.5 -0.354
O -0.8464 5.1912 6.7298 0.0 -0.1 -0.1 0.096
O 0.9696 6.1557 7.3487 0.1 0.0 0.0 0.084
H -0.6231 3.4772 5.0345 0.0 0.0 0.0 0.141
H 2.9476 5.6065 6.0822 0.0 0.0 0.0 0.132
H 3.0802 2.5557 3.0836 0.0 0.0 0.0 0.143
```
Positions in Å, forces in eV/Å.